# 1
Here is one molecule with the formula C3H5NO2 from the OMol25 dataset. Energies are from ωB97M-V/def2-TZVPD.

Computed properties:
Lowest unoccupied orbital energy = 0.709 eV
HOMO energy = -10.4 eV
Structure (SMILES) = O=C=NCCO

ORCA input file:
```
! RIJCOSX wB97M-V def2-TZVPD def2/J DEFGRID3
* xyz 0 1
O -2.83533 0.48797 0.08800
C -1.72564 0.74849 -0.18597
N -0.63630 1.12878 -0.56517
C 0.68690 0.72125 -0.14534
C 0.69212 -0.69807 0.45750
O -0.33641 -1.50817 -0.06557
H 1.34608 0.78750 -1.01684
H 1.05952 1.43977 0.59381
H 0.50462 -0.64394 1.53413
H 1.68227 -1.15532 0.30941
H -0.43784 -1.30828 -1.00396
*
```

# 2
Here is one molecule with the formula C19H14N4S2 at a distorted geometry from the OMol25 dataset. Energies are from ωB97M-V/def2-TZVPD.

Computed properties:
Lowest unoccupied orbital energy = 0.512 eV
HOMO energy = -8.2 eV
Structure (SMILES) = CSc1nc2ccccc2n1-c1csc2nc(-c3ccccc3)cn12

ORCA input file:
```
! RIJCOSX wB97M-V def2-TZVPD def2/J DEFGRID3
* xyz 0 1
C -4.76206 -0.89309 -0.31353
S -3.59646 -1.40695 1.00120
C -2.29460 -2.06736 0.00625
N -2.42993 -2.60048 -1.17592
C -1.16631 -2.96827 -1.54713
C -0.77458 -3.50464 -2.76565
C 0.59328 -3.78322 -2.96748
C 1.51705 -3.51192 -1.94702
C 1.09971 -2.91655 -0.75397
C -0.25116 -2.65791 -0.54737
N -0.96471 -2.05763 0.44981
C -0.47873 -1.46832 1.61059
C -0.73194 -1.90667 2.91184
S -0.04855 -0.75138 4.08311
C 0.47458 0.29270 2.77064
N 0.97534 1.44738 2.72031
C 1.04339 1.65984 1.34211
C 1.54785 2.91142 0.76298
C 1.37986 3.20839 -0.62302
C 1.83352 4.44760 -1.13217
C 2.52884 5.29648 -0.28963
C 2.69575 5.03856 1.04425
C 2.19957 3.86280 1.56227
C 0.52657 0.63016 0.59519
N 0.22445 -0.30508 1.57431
H -5.26002 -1.75664 -0.77517
H -5.48237 -0.14607 0.12512
H -4.23364 -0.40189 -1.10258
H -1.48667 -3.77848 -3.52323
H 1.00267 -4.22505 -3.88308
H 2.54502 -3.79633 -2.02530
H 1.78357 -2.63084 -0.01684
H -1.39051 -2.71729 3.19485
H 0.82565 2.56217 -1.29808
H 1.73629 4.68371 -2.18281
H 2.90500 6.21040 -0.72072
H 3.21149 5.73409 1.68562
H 2.28985 3.70565 2.63258
H 0.41293 0.56069 -0.48234
*
```

# 3
Here is one molecule with the formula C3H7NOS at a distorted geometry from the OMol25 dataset. Energies are from ωB97M-V/def2-TZVPD.

Computed properties:
Lowest unoccupied orbital energy = 0.706 eV
HOMO energy = -9.3 eV
Structure (SMILES) = CCSC(N)=O

ORCA input file:
```
! RIJCOSX wB97M-V def2-TZVPD def2/J DEFGRID3
* xyz 0 1
C -1.90307 0.36201 -0.44499
C -1.14293 -0.47589 0.54567
S 0.36535 -1.36592 0.02008
C 1.47254 0.06385 0.14214
N 2.80346 -0.19697 -0.09393
O 0.99819 1.14829 0.32446
H -2.49002 -0.23597 -1.16532
H -1.17187 1.04517 -0.90579
H -2.68919 0.98119 0.10541
H -1.82332 -1.15171 1.03469
H -0.84576 0.19965 1.34935
H 3.34555 0.64976 -0.26450
H 3.08106 -1.02346 -0.64726
*
```

# 4
Here is an isolated ion of composition C5H7N2 and charge +1 at a distorted geometry from the OMol25 dataset. Energies are from ωB97M-V/def2-TZVPD.

Computed properties:
Lowest unoccupied orbital energy = -4.498 eV
HOMO energy = -12.8 eV
Structure (SMILES) = C=C=[NH+]/C=C\N=C

ORCA input file:
```
! RIJCOSX wB97M-V def2-TZVPD def2/J DEFGRID3
* xyz 1 1
C 1.61614 1.48624 -0.10677
C 1.44257 0.18538 -0.06348
N 1.19189 -1.00861 0.13921
C 0.11454 -1.78936 -0.05694
C -1.12190 -1.17356 -0.04788
N -1.33870 0.06721 -0.29421
C -1.73945 1.18069 0.11916
H 1.91292 1.90356 -1.12028
H 1.78482 2.15126 0.71276
H 1.98534 -1.58160 0.20541
H 0.21696 -2.80444 0.03945
H -2.06674 -1.83596 -0.21226
H -1.74589 2.14012 -0.36352
H -2.25250 1.07907 1.04935
*
```

# 5
Here is a 2-piece molecular cluster, C6H15NP overall at a distorted geometry from the OMol25 dataset. Energies are from ωB97M-V/def2-TZVPD.

Computed properties:
Lowest unoccupied orbital energy (alpha / beta) = -5.206 / -5.207 eV
HOMO energy (alpha / beta) = -12.7 / -12.7 eV

ORCA input file:
```
! RIJCOSX wB97M-V def2-TZVPD def2/J DEFGRID3
* xyz 1 1
C 3.79870 -1.27445 -0.09148
C 2.93906 -0.31458 0.33412
C -2.91181 -1.31552 -0.52656
C 0.14601 1.26305 1.50835
C -0.34175 1.36378 -1.42987
C 1.87274 0.22938 -0.49296
N -2.04878 -0.80925 0.50704
P 0.28116 0.43897 -0.05395
H 4.78020 -1.33275 0.44758
H 3.45744 -1.97111 -0.79624
H 3.07781 0.21540 1.33724
H -3.87180 -0.82783 -0.71640
H -2.35336 -1.14937 -1.51067
H -3.22747 -2.37473 -0.16546
H 0.95605 2.09732 1.35332
H 0.31506 0.57051 2.37358
H -0.73420 1.88138 1.72787
H -0.02012 0.69438 -2.33822
H -0.12845 2.40015 -1.53233
H -1.50151 1.20820 -1.27681
H 1.99858 0.04649 -1.64006
H -2.44223 -0.28119 1.26546
H -1.38681 -1.47722 0.78190
*
```

# 6
Here is one molecule with the formula C21H12N6O10 at a distorted geometry from the OMol25 dataset. Energies are from ωB97M-V/def2-TZVPD.

Computed properties:
Lowest unoccupied orbital energy = -1.955 eV
HOMO energy = -9.7 eV
Structure (SMILES) = COC(=O)C(=O)[C@@H](C(=O)C(=O)Nc1ccc([N+](=O)[O-])cc1C#N)c1nc2ccc([N+](=O)[O-])cc2[nH]c1=O

ORCA input file:
```
! RIJCOSX wB97M-V def2-TZVPD def2/J DEFGRID3
* xyz 0 1
C -3.60517 5.49382 -0.49730
O -3.16670 4.24478 -0.99870
C -2.98195 3.25074 -0.05982
O -3.25017 3.31447 1.12214
C -2.45233 1.98310 -0.61214
O -2.37136 1.68249 -1.78394
C -2.27704 0.67679 0.36081
C -2.03454 -0.53256 -0.47907
O -2.90077 -1.37648 -0.64152
C -0.79657 -0.72962 -1.31857
O 0.08965 0.16043 -1.29598
N -0.72657 -1.88362 -2.12022
C 0.33258 -2.12446 -3.06702
C 0.80747 -1.14354 -3.84659
C 1.79332 -1.31435 -4.79456
C 2.52274 -2.54186 -4.84048
N 3.66080 -2.72069 -5.74616
O 4.33360 -3.83588 -5.72631
O 4.01511 -1.76714 -6.50658
C 2.10946 -3.65589 -4.07934
C 0.99132 -3.43029 -3.17193
C 0.62138 -4.51224 -2.24819
N 0.46034 -5.30572 -1.43689
C -1.12052 0.76907 1.32624
N -1.16337 -0.19893 2.25639
C -0.18768 -0.12601 3.22235
C -0.29210 -1.10362 4.24587
C 0.73129 -1.15951 5.20118
C 1.69916 -0.19310 5.33784
N 2.62356 -0.08815 6.34776
O 2.59476 -0.82977 7.24477
O 3.30828 0.99815 6.42774
C 1.74690 0.72208 4.28277
C 0.86460 0.82176 3.24287
N 0.89875 1.83780 2.25982
C -0.07951 1.85226 1.27100
O 0.04428 2.73843 0.37281
H -3.46829 5.47572 0.50333
H -3.04471 6.22652 -1.07175
H -4.69012 5.63000 -0.71228
H -3.11491 0.49574 1.04398
H -1.47873 -2.52747 -2.03871
H 0.40028 -0.13009 -3.63696
H 2.05939 -0.48968 -5.52068
H 2.55691 -4.63434 -4.11144
H -0.93745 -1.95113 3.94609
H 0.70908 -2.09898 5.84317
H 2.43088 1.56241 4.22492
H 1.73470 2.46859 2.27931
*
```

# 7
Here is C5H14NO2 as an isolated structure at a distorted geometry from the OMol25 dataset. Energies are from ωB97M-V/def2-TZVPD.

Computed properties:
Lowest unoccupied orbital energy = 3.680 eV
HOMO energy = -3.7 eV

ORCA input file:
```
! RIJCOSX wB97M-V def2-TZVPD def2/J DEFGRID3
* xyz -1 1
C 1.76398 -0.33213 -2.03174
C 0.82165 0.84723 -1.53592
C 0.95256 0.79392 0.00218
C -0.38685 0.85459 0.74549
C -1.22410 -0.41775 0.50430
O -0.66691 -1.51843 1.12400
N 1.19964 2.16579 -2.07637
H 1.05868 -1.18231 -1.91843
H 1.96924 -0.36381 -3.09686
H 2.69039 -0.31519 -1.46924
H -0.12663 0.49902 -1.92495
H 1.20121 -0.26481 0.25230
H 1.69327 1.48075 0.40529
H -0.93338 1.71195 0.33851
H -0.26058 0.88298 1.83501
H -2.24931 -0.22080 0.88059
H -1.33794 -0.65859 -0.56134
H 0.67482 2.45050 -2.89013
H 1.07075 2.79981 -1.29774
H -2.05342 -2.86797 2.65242
H -1.26299 -1.77639 2.24821
O -2.08308 -1.98571 3.07302
*
```